# 1
Computed, not measured: a single C3H4ClFO molecule at a distorted geometry, with ωB97M-V/def2-TZVPD.

Properties
LUMO level (spin up / spin down): 0.44 / -0.44 eV
orbital gap (spin up / spin down): 9.05 / 7.08 eV
E: -751.860169 Ha
net charge: 0

Each line ends with the natural charge from an NBO analysis.
Positions of all 10 atoms, in Å:
C1 -0.85 0.14 -0.25  -0.555
C2 0.00 0.85 0.72  0.194
C3 0.17 -0.89 -1.16  0.287
O1 0.50 0.31 1.79  -0.661
F1 0.68 -1.72 -0.23  -0.372
Cl1 1.45 -0.09 -2.00  -0.044
H1 -1.62 -0.49 0.18  0.225
H2 -1.30 0.78 -1.13  0.246
H3 0.42 1.77 0.21  0.172
H4 0.56 -0.65 1.87  0.508

# 2
Computed, not measured: a molecular structure, C13H37AsF6KN3O4 at a distorted geometry, with ωB97M-V/def2-TZVPD.

Properties
LUMO level: -0.20 eV
orbital gap: 9.50 eV
E: -4417.786842 Ha
net charge: 0

Each line ends with the natural charge from an NBO analysis.
Positions of all 65 atoms, in Å:
K1 0.13 0.13 -0.51  0.903
As1 2.88 3.03 0.86  2.841
F1 4.43 2.25 0.69  -0.625
F2 2.16 1.66 -0.01  -0.675
F3 1.28 3.71 1.03  -0.648
F4 3.65 4.33 1.69  -0.611
F5 3.05 3.85 -0.65  -0.622
F6 2.58 2.15 2.33  -0.632
C1 0.81 -1.15 -4.36  -0.250
O1 1.22 -0.44 -3.18  -0.743
H1 1.14 -2.18 -4.25  0.191
H2 -0.26 -1.04 -4.52  0.162
H3 1.26 -0.71 -5.25  0.176
H4 1.49 0.43 -3.47  0.479
C2 -2.47 4.09 1.27  -0.633
C3 -2.12 2.75 0.55  -0.076
C4 -1.50 3.10 -0.80  -0.094
O2 -1.45 2.00 -1.70  -0.566
C5 -1.28 2.53 -3.02  -0.253
N1 -1.17 1.93 1.36  -0.861
H5 -2.07 4.96 0.75  0.213
H6 -2.09 4.17 2.29  0.220
H7 -3.55 4.21 1.26  0.212
H8 -3.08 2.25 0.43  0.184
H9 -0.53 3.56 -0.56  0.204
H10 -2.04 3.94 -1.25  0.177
H11 -0.25 2.89 -3.12  0.179
H12 -1.98 3.33 -3.23  0.182
H13 -1.37 1.71 -3.73  0.187
H14 -1.56 1.95 2.30  0.358
H15 -0.37 2.57 1.34  0.389
C6 3.13 -1.95 2.61  -0.629
C7 2.30 -1.42 1.44  -0.102
C8 2.41 -2.41 0.27  -0.058
O3 3.75 -2.65 -0.11  -0.539
C9 4.27 -1.60 -0.91  -0.261
N2 0.86 -1.30 1.79  -0.871
H16 2.90 -1.40 3.53  0.211
H17 4.18 -1.71 2.41  0.229
H18 3.05 -3.01 2.82  0.205
H19 2.65 -0.43 1.15  0.224
H20 1.89 -2.07 -0.65  0.156
H21 1.94 -3.34 0.58  0.177
H22 4.32 -0.66 -0.36  0.189
H23 3.67 -1.50 -1.83  0.167
H24 5.26 -1.91 -1.25  0.195
H25 0.74 -0.72 2.61  0.375
H26 0.56 -2.23 2.08  0.353
C10 -1.62 -3.65 -0.33  -0.624
C11 -2.58 -2.47 -0.47  -0.062
C12 -2.84 -1.67 0.79  -0.066
O4 -3.37 -2.51 1.78  -0.536
C13 -3.65 -1.81 2.97  -0.247
N3 -1.95 -1.49 -1.40  -0.866
H27 -0.57 -3.35 -0.32  0.211
H28 -1.76 -4.34 -1.16  0.211
H29 -1.83 -4.16 0.61  0.230
H30 -3.53 -2.81 -0.89  0.178
H31 -3.50 -0.83 0.54  0.158
H32 -1.90 -1.20 1.11  0.176
H33 -4.55 -1.21 2.88  0.169
H34 -2.80 -1.16 3.23  0.165
H35 -3.74 -2.50 3.81  0.196
H36 -2.55 -0.66 -1.49  0.359
H37 -2.00 -1.85 -2.36  0.362

# 3
Computed, not measured: a molecular structure, C20H34PPd at a distorted geometry, with ωB97M-V/def2-TZVPD.

Properties
LUMO level (spin up / spin down): -1.96 / -5.80 eV
spin multiplicity: 5
orbital gap (spin up / spin down): 7.12 / 6.04 eV
E: -1251.263884 Ha
net charge: +1

Each line ends with the natural charge from an NBO analysis.
Positions of all 56 atoms, in Å:
C1 0.05 0.13 -4.93  0.088
C2 0.63 1.48 -4.84  -0.665
C3 0.88 -0.98 -5.40  -0.663
C4 -1.40 -0.02 -4.89  -0.666
H1 0.93 -1.00 -6.50  0.223
H2 0.48 -1.95 -5.08  0.205
H3 1.92 -0.90 -5.04  0.206
H4 0.62 1.99 -5.82  0.221
H5 1.68 1.45 -4.51  0.206
H6 0.07 2.11 -4.14  0.212
H7 -1.85 0.15 -5.88  0.222
H8 -1.87 0.70 -4.20  0.210
H9 -1.70 -1.04 -4.58  0.205
C5 2.67 -0.72 0.90  -0.351
C6 2.78 -1.49 -0.31  -0.206
C7 2.61 -0.58 -1.42  -0.291
H10 3.07 -2.52 -0.37  0.241
C8 2.39 0.72 -0.89  -0.282
C9 2.45 0.64 0.52  -0.204
H11 2.44 1.49 1.19  0.241
H12 2.85 -1.09 1.90  0.253
H13 2.76 -0.82 -2.46  0.258
H14 2.31 1.64 -1.45  0.256
C10 -1.68 -1.68 0.31  -0.195
C11 -0.67 -2.63 0.69  -0.325
C12 0.03 -3.03 -0.49  -0.254
H15 -0.51 -3.04 1.67  0.249
C13 -0.57 -2.34 -1.60  -0.274
C14 -1.61 -1.50 -1.10  -0.281
H16 -2.30 -0.91 -1.68  0.256
H17 -2.42 -1.23 0.95  0.238
H18 0.77 -3.81 -0.52  0.253
H19 -0.37 -2.54 -2.64  0.256
Pd1 0.62 -0.84 -0.23  0.800
C15 -3.25 1.15 2.42  -0.620
C16 -1.91 1.72 2.88  -0.713
P1 -0.46 0.96 2.07  1.004
C17 0.80 2.11 2.79  -0.731
C18 0.45 2.89 4.07  -0.615
C19 -0.61 -0.64 2.93  -0.755
C20 -0.32 -0.66 4.42  -0.620
H20 -3.36 1.27 1.33  0.216
H21 -4.01 1.75 2.94  0.238
H22 -3.41 0.08 2.68  0.204
H23 -1.83 2.79 2.68  0.239
H24 -1.72 1.47 3.94  0.237
H25 1.03 2.84 2.00  0.243
H26 1.73 1.55 2.94  0.230
H27 0.22 2.19 4.89  0.213
H28 1.32 3.50 4.37  0.236
H29 -0.41 3.58 3.95  0.219
H30 -1.65 -0.99 2.78  0.237
H31 0.04 -1.35 2.41  0.239
H32 -1.07 -0.11 5.03  0.215
H33 -0.31 -1.72 4.76  0.232
H34 0.68 -0.22 4.59  0.208

# 4
Computed, not measured: a molecular structure, C15H11N3O6RuS4, with ωB97M-V/def2-TZVPD.

Properties
LUMO level (spin up / spin down): 1.96 / 0.00 eV
spin multiplicity: 6
orbital gap (spin up / spin down): 5.51 / 5.01 eV
E: -2881.535146 Ha
net charge: -1

Each line ends with the natural charge from an NBO analysis.
Positions of all 40 atoms, in Å:
Ru1 -0.44 0.27 0.49  1.015
C1 -1.08 0.12 5.74  -0.756
S1 -0.22 1.53 5.03  0.275
C2 -0.53 1.34 3.31  -0.098
S2 -1.17 -0.16 2.64  -0.100
N1 -0.23 2.36 2.59  -0.332
N2 -0.36 2.08 1.25  -0.341
C3 -0.56 3.11 0.40  0.044
C4 -1.16 2.82 -0.84  0.084
C5 -1.40 3.77 -1.86  -0.214
C6 -2.05 3.38 -3.00  -0.177
C7 -2.48 2.04 -3.14  -0.313
C8 -2.19 1.16 -2.12  0.076
N3 -1.55 1.51 -1.01  -0.514
H1 -0.83 0.12 6.80  0.221
H2 -0.72 -0.81 5.30  0.243
H3 -2.16 0.19 5.62  0.216
H4 -0.33 4.11 0.72  0.206
H5 -1.06 4.78 -1.73  0.213
H6 -2.24 4.09 -3.78  0.210
H7 -3.00 1.70 -4.02  0.217
H8 -2.48 0.12 -2.18  0.199
O1 0.53 -3.43 -4.67  -0.465
C9 0.39 -2.69 -3.74  0.371
C10 0.87 -1.23 -3.68  0.369
O2 1.36 -0.61 -4.59  -0.465
C11 0.55 -0.73 -2.30  0.304
C12 -0.18 -1.78 -1.59  0.307
O3 -0.65 -1.65 -0.43  -0.569
C13 -0.29 -3.00 -2.42  0.336
O4 -0.82 -4.05 -2.13  -0.472
O5 0.80 0.36 -1.82  -0.497
C14 3.92 -3.43 1.21  -0.263
O6 3.44 -2.14 0.84  -0.520
C15 2.42 -1.60 1.54  0.021
S3 1.68 -2.39 2.78  -0.193
S4 2.08 -0.02 0.92  -0.207
H9 4.74 -3.63 0.52  0.184
H10 3.14 -4.18 1.12  0.196
H11 4.28 -3.42 2.24  0.191

# 5
Computed, not measured: 7 unconnected molecules or ions with the total composition C54H52BFNO13S2 at a distorted geometry, with ωB97M-V/def2-TZVPD.

Properties
LUMO level: -0.53 eV
orbital gap: 4.38 eV
E: -4042.617873 Ha
net charge: -1

Each line ends with the Löwdin charge.
Positions of all 124 atoms, in Å:
C1 3.19 -2.59 0.88  -0.079
C2 2.03 -3.02 -0.08  -0.258
C3 2.08 -2.52 -1.45  -0.059
C4 1.03 -2.93 -2.37  -0.049
C5 -0.10 -3.80 -2.01  -0.208
C6 -1.14 -4.11 -3.13  -0.130
B1 -2.70 -3.68 -2.79  -0.582
C7 -2.90 -2.61 -1.56  -0.163
C8 -3.40 -3.33 -0.22  -0.264
C9 -4.70 -2.59 0.33  -0.482
S1 -4.21 -1.19 1.44  0.795
C10 -4.10 0.27 0.32  -1.036
S2 -5.49 1.02 -0.18  0.667
N1 -2.78 0.68 -0.03  -0.196
C11 -2.17 1.34 1.15  -0.165
C12 -0.76 1.96 0.81  -0.177
O1 -0.70 2.67 -0.42  -0.197
C13 -1.22 1.87 -1.50  -0.153
C14 -2.74 1.59 -1.20  -0.186
C15 -3.27 -2.92 -4.16  -0.308
C16 -2.57 -1.50 -4.32  -0.076
F1 -3.12 -3.73 -5.35  -0.110
C17 -0.14 -4.29 -0.64  -0.034
C18 0.93 -3.89 0.29  -0.049
H1 3.76 -1.77 0.35  0.047
H2 2.80 -2.21 1.86  0.050
H3 3.90 -3.44 1.03  0.081
H4 2.88 -1.87 -1.85  0.075
H5 1.09 -2.55 -3.42  0.092
H6 -1.12 -5.22 -3.30  0.100
H7 -0.80 -3.63 -4.09  0.084
H8 -3.34 -4.70 -2.67  0.076
H9 -3.77 -1.94 -1.86  0.076
H10 -2.04 -1.91 -1.39  0.092
H11 -3.77 -4.35 -0.53  0.088
H12 -2.60 -3.41 0.55  0.082
H13 -5.37 -3.28 0.92  0.071
H14 -5.34 -2.20 -0.51  0.062
H15 -2.87 2.09 1.62  0.128
H16 -2.02 0.53 1.92  0.112
H17 -0.48 2.61 1.68  0.129
H18 -0.04 1.08 0.76  0.132
H19 -0.71 0.86 -1.46  0.130
H20 -1.05 2.35 -2.50  0.125
H21 -3.30 2.54 -0.98  0.086
H22 -3.19 1.04 -2.06  0.116
H23 -4.36 -2.68 -3.97  0.102
H24 -1.51 -1.51 -3.95  0.052
H25 -3.12 -0.80 -3.64  0.062
H26 -2.58 -1.13 -5.38  0.074
H27 -0.97 -4.95 -0.32  0.104
H28 0.93 -4.28 1.34  0.091
C19 7.07 -0.36 -0.24  0.027
C20 7.98 0.60 -0.07  0.015
C21 7.82 1.93 -0.69  -0.393
O2 8.66 2.80 -0.53  0.092
C22 6.61 2.17 -1.50  0.024
C23 5.70 1.21 -1.67  0.032
C24 5.86 -0.12 -1.05  -0.363
O3 5.02 -0.98 -1.21  0.092
H29 7.17 -1.34 0.21  0.123
H30 8.88 0.44 0.53  0.118
H31 6.51 3.15 -1.95  0.122
H32 4.81 1.36 -2.27  0.090
C25 2.58 1.91 -6.10  0.018
C26 1.42 1.94 -6.76  0.021
C27 0.18 1.42 -6.14  -0.378
O4 -0.88 1.44 -6.75  0.114
C28 0.27 0.87 -4.77  0.026
C29 1.43 0.84 -4.11  0.032
C30 2.67 1.36 -4.73  -0.367
O5 3.73 1.34 -4.13  0.082
H33 3.50 2.28 -6.53  0.119
H34 1.34 2.33 -7.76  0.120
H35 -0.65 0.50 -4.34  0.097
H36 1.51 0.44 -3.11  0.118
C31 2.56 -0.79 5.99  0.024
C32 2.81 -1.62 4.98  0.032
C33 4.18 -1.81 4.47  -0.376
O6 4.41 -2.57 3.55  0.101
C34 5.27 -1.04 5.11  0.027
C35 5.02 -0.20 6.12  0.019
C36 3.64 -0.02 6.63  -0.374
O7 3.41 0.74 7.56  0.085
H37 1.56 -0.64 6.38  0.124
H38 2.03 -2.20 4.50  0.127
H39 6.27 -1.19 4.72  0.122
H40 5.80 0.37 6.61  0.121
C37 -2.01 5.41 -0.52  0.030
C38 -1.04 6.32 -0.43  0.028
C39 -1.14 7.62 -1.12  -0.392
O8 -0.25 8.45 -1.05  0.093
C40 -2.36 7.89 -1.91  0.015
C41 -3.34 6.98 -2.00  0.020
C42 -3.24 5.68 -1.31  -0.373
O9 -4.13 4.85 -1.39  0.107
H41 -1.95 4.46 -0.02  0.099
H42 -0.14 6.14 0.14  0.123
H43 -2.42 8.85 -2.41  0.118
H44 -4.24 7.16 -2.57  0.120
C43 3.47 5.42 10.80  0.016
C44 4.16 6.18 9.96  0.016
C45 4.57 5.68 8.63  -0.391
O10 5.20 6.38 7.86  0.100
C46 4.18 4.30 8.27  0.024
C47 3.49 3.53 9.11  0.025
C48 3.08 4.03 10.44  -0.383
O11 2.45 3.34 11.21  0.106
H45 3.17 5.76 11.78  0.119
H46 4.46 7.19 10.21  0.120
H47 4.49 3.95 7.29  0.121
H48 3.20 2.52 8.86  0.091
C49 -6.20 -5.91 -3.61  0.043
C50 -6.95 -7.01 -3.72  0.014
C51 -8.12 -7.24 -2.85  -0.398
O12 -8.80 -8.25 -2.95  0.080
C52 -8.44 -6.20 -1.85  0.010
C53 -7.70 -5.10 -1.74  0.027
C54 -6.52 -4.87 -2.61  -0.362
O13 -5.85 -3.87 -2.51  0.117
H49 -5.34 -5.72 -4.24  0.128
H50 -6.73 -7.78 -4.45  0.118
H51 -9.30 -6.38 -1.22  0.116
H52 -7.92 -4.32 -1.01  0.121

# 6
Computed, not measured: 2 unconnected molecules or ions with the total composition C11H15N at a distorted geometry, with ωB97M-V/def2-TZVPD.

Properties
LUMO level: 0.92 eV
orbital gap: 8.87 eV
E: -482.896524 Ha
net charge: 0

Each line ends with the natural charge from an NBO analysis.
Positions of all 27 atoms, in Å:
C1 0.29 -2.27 1.68  -0.611
C2 0.03 -3.46 0.76  -0.606
H1 -0.63 -1.79 2.02  0.201
H2 0.89 -2.51 2.56  0.202
H3 0.87 -1.53 1.13  0.210
H4 -0.18 -3.15 -0.26  0.200
H5 -0.82 -4.03 1.15  0.198
H6 0.87 -4.15 0.76  0.205
C3 -1.16 1.25 2.35  -0.630
C4 -0.30 0.32 -1.19  0.134
C5 0.05 0.91 0.03  -0.095
C6 -1.09 0.80 0.91  -0.067
C7 -2.05 0.17 0.20  -0.038
C8 0.60 0.29 -2.25  -0.229
C9 1.82 0.94 -2.10  -0.218
C10 1.33 1.46 0.20  -0.194
C11 2.22 1.42 -0.85  -0.237
N1 -1.62 -0.07 -1.11  -0.540
H7 -1.95 -0.90 -1.57  0.400
H8 0.23 -0.03 -3.22  0.211
H9 -3.04 -0.19 0.43  0.207
H10 2.38 1.03 -3.03  0.215
H11 1.72 1.56 1.21  0.211
H12 -2.13 1.69 2.52  0.221
H13 -0.40 1.99 2.56  0.219
H14 3.21 1.80 -0.65  0.213
H15 -1.04 0.37 2.98  0.218